# 1
Here is a gas-phase ion, C6H14N4O (charge +2) from the Open Molecules 2025 dataset. Energies are from ωB97M-V with the def2-TZVPD basis set.

Results
SMILES: C=[N+](C)C[N+](=C)/C(N)=C(/N)O
HOMO energy (spin up / spin down): -15.60 / -15.42 eV
relative energy (zero: lowest compared OMol25 entry of this formula, charge and spin): 241.6 kJ/mol
net charge: +2

Each line ends with the Mulliken charge.
Geometry (Å):
C: -0.20257 1.21151 -0.85884  0.81
C: 0.60579 1.65060 0.12817  0.21
C: 0.34457 -1.11805 -0.42347  -0.99
C: -1.27707 -1.90979 1.18711  -0.10
C: -1.70999 -0.50069 -1.63664  -0.48
C: 1.00539 -2.05179 1.78926  -0.82
N: -0.57798 -0.11448 -0.97855  0.09
N: 1.17690 2.83902 -0.17509  -0.35
N: -0.75235 2.18424 -1.70695  -0.55
N: -0.07994 -1.55620 0.95727  0.27
O: 1.03962 0.90702 1.20871  -0.46
H: 0.25545 -1.92950 -1.14291  0.34
H: 1.34631 -0.71691 -0.31688  0.60
H: -1.49184 -2.38280 2.12792  0.25
H: -2.06277 -1.63279 0.57698  0.35
H: -2.39892 0.22947 -1.93061  0.39
H: -1.84631 -1.51886 -2.04869  0.29
H: 0.51271 -2.56552 2.64758  0.39
H: 1.53584 -2.80276 1.19869  0.38
H: 1.60903 -1.15930 2.17567  0.23
H: 0.93117 3.38971 -0.90534  0.09
H: 2.08044 3.02306 0.27956  0.24
H: -0.75412 3.17400 -1.45471  0.23
H: -0.82549 1.86975 -2.62302  0.20
H: 1.53613 1.48106 1.92478  0.39

# 2
Here is a molecular structure, C6H14N4O2 from the Open Molecules 2025 dataset. Energies are from ωB97M-V with the def2-TZVPD basis set.

Results
HOMO energy: -8.53 eV
relative energy (zero: lowest compared OMol25 entry of this formula, charge and spin): 399.8 kJ/mol
net charge: 0

Each line ends with the Mulliken charge.
Geometry (Å):
C: 1.55009 0.22541 0.20440  -0.25
C: 2.04555 -1.31882 -0.00260  0.48
C: 0.56090 0.57258 -0.98809  -0.14
C: -0.20192 1.76120 -0.45400  -0.48
C: -1.35653 1.34063 0.56161  -0.66
C: -1.69524 -1.04095 0.17502  0.10
H: 3.44884 0.72363 -0.16504  0.36
H: 2.85587 1.16824 1.39121  0.31
H: 1.13883 0.27353 1.21522  0.37
H: -0.22681 -0.29414 -1.03970  0.21
H: 1.13260 0.91844 -1.92656  0.34
H: 0.61672 2.45284 0.15479  0.28
H: -0.70643 2.33111 -1.31118  0.26
H: -0.99340 1.10187 1.66887  0.19
H: -1.97510 2.23627 0.90211  0.34
H: -2.85306 0.49108 -0.83165  0.30
H: -0.67207 -0.96799 2.00558  0.26
H: -2.87546 -1.59748 -1.66310  0.27
H: -1.94322 -2.83011 -0.80456  0.26
H: 0.34817 -1.97282 0.57716  0.48
N: 2.58456 1.18634 0.28319  -0.73
N: -2.25883 0.21715 -0.00704  -0.25
N: -0.73853 -1.48177 1.03467  -0.61
N: -2.20707 -1.88745 -0.68017  -0.41
O: 3.12785 -1.31583 -0.55890  -0.68
O: 1.29369 -2.29295 0.25876  -0.62

# 3
Here is 2 unconnected molecules or ions with the total composition C6H14N5 from the Open Molecules 2025 dataset. Energies are from ωB97M-V with the def2-TZVPD basis set.

Results
HOMO energy: -11.78 eV
relative energy (zero: lowest compared OMol25 entry of this formula, charge and spin): 45.0 kJ/mol
net charge: +1

Each line ends with the Mulliken charge.
Geometry (Å):
C: -1.50758 -1.71150 1.16884  -0.86
C: 0.58796 -1.13419 2.34830  0.54
N: -0.40854 -1.96565 2.10899  -0.15
N: 1.12046 -1.05589 3.60363  -0.43
N: 0.97344 -0.28490 1.39406  -0.19
H: -0.61591 -2.60697 2.85987  0.24
H: 0.64594 -1.60104 4.31091  0.24
H: 2.12149 -1.18518 3.69667  0.26
H: 0.25396 0.08402 0.74384  0.39
H: 1.91776 0.05856 1.37742  0.25
H: -1.69572 -0.64773 1.10332  0.25
H: -2.37932 -2.23714 1.53886  0.36
H: -1.30162 -2.16364 0.20255  0.30
C: 1.74858 0.11719 -2.08509  -1.09
C: -1.44969 1.51318 -1.22922  -0.46
C: 0.49680 0.92885 -1.94829  0.39
C: -0.11792 1.60162 -2.96807  -0.56
N: -0.40270 0.77308 -0.91489  -0.29
N: -1.30151 2.07318 -2.43133  -0.07
H: -2.23852 1.65052 -0.51509  0.42
H: -2.02638 2.57618 -2.91538  0.21
H: 0.20483 2.08152 -3.87771  0.36
H: 2.62097 0.73455 -2.25284  0.36
H: 1.60303 -0.75136 -2.71788  0.31
H: 1.98843 -0.34932 -1.12374  0.21

# 4
Here is a gas-phase ion, C6H14NO (charge -1) from the Open Molecules 2025 dataset. Energies are from ωB97M-V with the def2-TZVPD basis set.

Results
SMILES: NCCCCCC[O-]
HOMO energy: -1.88 eV
relative energy (zero: lowest compared OMol25 entry of this formula, charge and spin): 253.2 kJ/mol
net charge: -1

Each line ends with the Mulliken charge.
Geometry (Å):
C: -3.24882 -0.10675 0.93547  -0.39
O: -3.80883 0.23261 2.06605  -0.84
C: -1.60358 0.01497 1.01714  -0.70
C: -0.86564 -0.94218 0.04909  -0.46
C: 0.63047 -0.73835 0.34646  -1.09
C: 1.48788 -0.65460 -0.96487  -0.52
C: 1.70480 0.84679 -1.13918  -0.38
N: 2.69819 1.42676 -0.31268  -0.58
H: -3.39873 0.80590 0.12627  0.04
H: -3.56693 -1.00931 0.44866  0.24
H: -1.24222 -0.24035 2.04590  0.22
H: -1.30596 1.05637 0.77316  0.26
H: -1.16227 -1.89459 0.28961  0.40
H: -1.06626 -0.72951 -1.00348  0.23
H: 1.12289 -1.42509 0.92404  0.64
H: 0.76078 0.24938 0.87810  0.45
H: 2.40753 -1.33036 -0.72092  0.29
H: 0.92196 -1.03847 -1.88355  0.29
H: 0.73795 1.33383 -0.87064  0.20
H: 2.18567 0.88447 -2.22110  0.30
H: 3.00502 2.25677 -0.74529  0.22
H: 3.60611 1.00169 -0.03824  0.18

Electronic energy for the records above, in order: -14437.204, -16501.572, -13894.161, -9983.999 eV